1.
Computed, not measured: C37H34AsBrILaN2OP as an isolated structure in a non-equilibrium geometry, with ωB97M-V with the def2-TZVPD basis set.

Geometry (Å):
La 0.3808 -0.6603 -0.5250
I -0.9370 0.6791 2.5482
C -1.2324 2.7739 2.3907
C -1.0409 3.2524 3.6840
C -1.4052 4.5795 3.9975
C -1.9934 5.3772 3.0726
C -2.2157 4.8809 1.7695
C -2.8543 5.7587 0.8956
C -3.2978 5.3729 -0.3334
C -2.8976 4.0623 -0.7452
C -2.1763 3.1856 0.0408
P -1.5739 1.6365 -0.6832
C -0.3075 2.0038 -1.8757
C -0.0052 1.0667 -2.8835
C 1.0535 1.2005 -3.7265
C 1.9145 2.3010 -3.5882
C 1.6192 3.2790 -2.6179
C 0.5620 3.0764 -1.7420
C -2.7979 0.4931 -1.4498
C -3.2198 -0.5786 -0.6844
C -4.0095 -1.5575 -1.2738
C -4.5788 -1.3671 -2.5218
C -4.1936 -0.2223 -3.2790
C -3.3126 0.7082 -2.7314
C -1.8263 3.5722 1.3569
H -0.5934 2.5874 4.4341
H -1.2875 4.8493 5.0449
H -2.2865 6.3839 3.3167
H -3.1564 6.7231 1.2929
H -3.9633 5.9601 -0.9423
H -3.2247 3.6933 -1.6878
H -0.7460 0.3339 -3.1262
H 1.2210 0.4609 -4.4633
H 2.7611 2.5080 -4.2025
H 2.3441 4.0442 -2.4671
H 0.3398 3.7465 -0.9205
H -2.9887 -0.6350 0.3817
H -4.2284 -2.4706 -0.7602
H -5.2672 -2.1349 -2.9146
H -4.6115 -0.0836 -4.2571
H -3.1260 1.5768 -3.3022
Br 3.3408 -4.8506 5.3003
C 2.4114 -4.3063 3.7914
C 1.2208 -3.6272 3.9068
C 0.5560 -3.1866 2.7725
C 1.1082 -3.4724 1.5476
C 2.3746 -4.1017 1.4230
C 3.0238 -4.5199 2.5637
N 0.4644 -3.0806 0.3039
C 0.0720 -4.0406 -0.4353
C -0.3368 -3.8695 -1.8240
C -0.8637 -4.9457 -2.5081
C -1.2694 -4.7661 -3.8217
C -0.9984 -3.5860 -4.4219
C -0.3638 -2.5509 -3.7001
N -0.0626 -2.6797 -2.3992
H 0.8004 -3.4439 4.9088
H -0.4167 -2.6774 2.8283
H 2.8803 -4.1106 0.4577
H 3.9542 -4.9822 2.4709
H 0.1630 -5.0523 -0.0919
H -1.0215 -5.8610 -2.0635
H -1.6217 -5.6491 -4.3819
H -1.2461 -3.5237 -5.4529
H -0.2059 -1.6116 -4.2067
C 4.9476 -1.0234 1.2287
As 3.5018 0.0780 1.6636
C 3.2015 -0.3291 3.5039
C 4.0072 1.8803 1.5664
O 2.2263 -0.2862 0.6605
H 5.7739 -0.7115 1.8516
H 5.2309 -0.8836 0.1845
H 4.7320 -2.0476 1.4852
H 3.8369 0.2169 4.2000
H 3.3430 -1.3950 3.6820
H 2.1965 0.0267 3.8068
H 4.9452 2.0500 2.1520
H 3.1695 2.3782 2.0352
H 4.0840 2.1247 0.4901

Forces on atoms 1 to 3 (eV/Å):
La -0.6 0.4 0.1
I 0.1 -0.6 -0.6
C -0.1 0.4 1.2

HOMO energy	-15.419	eV
ΔE to the lowest compared entry with this formula, charge and spin	0.0000	eV
max |F|	2.55	eV/A
total charge	+3
frontier orbital gap	6.78	eV

Atomic partial charges in e from the Mulliken method, atoms 1 to 4: number 1, La, carries 1.83; number 2, I, carries 0.11; number 3, C, carries -0.23; number 4, C, carries -0.85

---

2.
Computed, not measured: C37H34ClN2O2OsP as an isolated structure in a non-equilibrium geometry, with ωB97M-V with the def2-TZVPD basis set.

Geometry (Å):
Os 0.0980 -1.2666 0.0378
O 0.5602 -2.9483 -0.8640
C 0.6344 -4.1477 -0.3352
C 0.5085 -5.2460 -1.1960
C 0.5791 -6.5437 -0.7297
C 0.8279 -6.7815 0.6142
C 0.9491 -5.7212 1.4847
C 0.8420 -4.3838 1.0624
C 0.9300 -3.3536 2.0434
N 0.9643 -2.0611 1.7865
N 1.0549 -1.1875 2.8064
C 0.6837 0.0270 2.5037
O 0.1539 0.3157 1.3407
C 0.8388 1.1213 3.4668
C 0.6674 0.9161 4.8346
C 0.7309 1.9862 5.7066
C 0.9876 3.2638 5.2287
C 1.1983 3.4661 3.8731
C 1.1157 2.4041 2.9942
H 0.3338 -5.0381 -2.2414
H 0.4326 -7.3688 -1.4086
H 0.9251 -7.7955 0.9738
H 1.1288 -5.9116 2.5324
H 0.9398 -3.6580 3.0880
H 0.4661 -0.0840 5.1875
H 0.5660 1.8266 6.7635
H 1.0267 4.0968 5.9155
H 1.4210 4.4566 3.5026
H 1.2728 2.5581 1.9376
Cl 0.6869 -1.2224 -3.2069
C -0.2500 0.1185 -3.7565
C -0.9175 0.0981 -4.9673
C -1.6592 1.2078 -5.3457
C -1.7208 2.3203 -4.5219
C -1.0674 2.3276 -3.3044
C -0.3163 1.2255 -2.9067
P 0.4325 1.0447 -1.2636
C 0.0592 2.6629 -0.5151
C -1.2237 2.8117 0.0098
C -1.5943 3.9850 0.6350
C -0.6832 5.0258 0.7377
C 0.5936 4.8850 0.2188
C 0.9720 3.7064 -0.4026
C 2.2223 1.1367 -1.5745
C 3.0496 0.8429 -0.4921
C 4.4233 0.8616 -0.6356
C 4.9811 1.1574 -1.8704
C 4.1632 1.4420 -2.9518
C 2.7869 1.4401 -2.8096
H -0.8650 -0.7732 -5.6002
H -2.1932 1.1964 -6.2839
H -2.2907 3.1854 -4.8275
H -1.1345 3.1878 -2.6546
H -1.9136 1.9835 -0.0802
H -2.5879 4.0878 1.0484
H -0.9672 5.9435 1.2301
H 1.3021 5.6972 0.3011
H 1.9725 3.6035 -0.8007
H 2.6075 0.6029 0.4672
H 5.0563 0.6353 0.2101
H 6.0544 1.1548 -1.9915
H 4.5996 1.6648 -3.9152
H 2.1510 1.6698 -3.6527
C -3.3239 -2.9671 0.5966
C -3.0437 -1.5343 0.0920
C -4.1786 -1.0949 -0.8518
C -2.9780 -0.5978 1.3047
C -1.7801 -1.5290 -0.6989
H -4.2669 -3.0003 1.1392
H -2.5223 -3.2917 1.2589
H -3.3784 -3.6660 -0.2338
H -5.1212 -1.0230 -0.3123
H -4.2937 -1.8116 -1.6632
H -3.9437 -0.1258 -1.2891
H -3.9007 -0.6443 1.8794
H -2.8152 0.4289 0.9920
H -2.1568 -0.8783 1.9650
H -1.8639 -2.1234 -1.6158

Forces on atoms 1 to 3 (eV/Å):
Os -2.5 2.7 0.4
O -0.1 -2.0 -1.2
C 0.3 1.2 0.2

HOMO energy (alpha / beta)	-6.618 / -6.645	eV
ΔE to the lowest compared entry with this formula, charge and spin	1.5158	eV
max |F|	4.36	eV/A
total charge	0
frontier orbital gap (alpha / beta)	6.49 / 6.50	eV

Atomic partial charges in e from the Mulliken method, atoms 1 to 4: number 1, Os, carries 1.63; number 2, O, carries -0.87; number 3, C, carries 0.41; number 4, C, carries -0.58